Entry 1:
Molecular formula: C25H28IrN8O7S2
Method: DFT, ωB97M-V/def2-TZVPD

Each line ends with the Mulliken charge.
CARTESIAN COORDINATES (ANGSTROEM)
Ir1 0.380281 -0.556067 0.021200  2.118
N1 -3.065035 -3.372663 -0.024643  -0.376
C1 -2.204447 -2.356081 -0.224239  0.715
S1 -0.559316 -2.815338 -0.610079  -0.480
N2 -2.674922 -1.143595 -0.204770  -1.831
N3 -1.805192 -0.137554 -0.237510  1.006
C2 -2.105656 0.991075 -0.827828  -1.091
C3 -1.175758 2.046234 -0.862012  0.906
C4 -1.149758 2.979171 -1.910079  -0.789
C5 -0.038026 3.734879 -2.152043  -0.748
C6 1.100399 3.574538 -1.304731  -0.499
C7 1.018417 2.793107 -0.212094  -0.546
N4 -0.125320 2.048930 0.105557  0.550
H1 -2.727032 -4.314431 -0.078961  0.207
H2 -4.017991 -3.184074 0.234083  0.243
H3 -3.018397 1.061555 -1.410012  0.433
H4 -2.007335 3.037047 -2.568437  0.421
H5 0.002426 4.420799 -2.985765  0.413
H6 2.019715 4.103591 -1.509934  0.522
H7 1.832452 2.718258 0.490699  0.216
N5 2.471904 1.392067 3.398265  -0.372
C8 1.542469 1.111580 2.470260  0.441
O1 1.849162 0.409399 1.504309  -0.510
C9 0.184123 1.692803 2.695923  -0.336
C10 -0.625183 2.239768 1.498140  -0.862
H8 3.371332 0.945383 3.320886  0.275
H9 2.253269 1.890744 4.241348  0.209
H10 0.232959 2.468221 3.458875  0.494
H11 -0.385338 0.863492 3.130784  -0.045
H12 -0.748446 3.318929 1.629486  0.516
H13 -1.614832 1.794743 1.536430  0.420
C11 4.304418 -2.701390 -1.895045  -1.109
C12 5.087741 -1.460202 -2.320593  -1.445
C13 4.187751 -0.262359 -2.682183  2.468
C14 5.056213 0.958902 -3.051520  -1.463
C15 4.220570 2.200181 -3.365753  -1.007
C16 3.362797 -0.618903 -3.903499  -0.127
O2 3.853576 -0.936367 -4.960611  -0.635
N6 1.992449 -0.529859 -3.760821  0.109
C17 1.344114 -0.368548 -2.557344  0.246
O3 0.111833 -0.447846 -2.492483  -0.696
N7 2.032742 -0.111902 -1.436368  0.397
C18 3.385693 0.096842 -1.417449  -0.842
O4 3.969126 0.532008 -0.448633  -0.618
H14 4.990890 -3.489522 -1.587296  0.495
H15 3.696620 -3.088360 -2.715986  0.270
H16 3.645934 -2.483349 -1.051625  0.151
H17 5.707578 -1.693522 -3.187503  0.458
H18 5.738719 -1.141070 -1.506071  0.459
H19 5.671228 0.695497 -3.912740  0.463
H20 5.710137 1.162549 -2.204252  0.460
H21 3.575474 2.034462 -4.231281  0.275
H22 4.865488 3.050483 -3.585812  0.529
H23 3.590397 2.463879 -2.513401  0.081
H24 1.422012 -0.751533 -4.563943  0.312
O5 -1.678943 -1.506006 6.119582  -0.694
S2 -2.133850 -1.989664 4.845950  1.167
O6 -3.549244 -2.002782 4.602894  -0.683
N8 -1.347449 -1.196773 3.633945  -0.542
C19 -0.584897 -2.005253 2.939706  0.432
O7 0.179806 -1.690013 1.979925  -0.341
C20 -0.646444 -3.438903 3.371917  0.384
C21 -0.010713 -4.514272 2.778091  -0.415
C22 -0.194512 -5.769487 3.343987  -0.778
C23 -0.988736 -5.929754 4.474935  -0.419
C24 -1.636676 -4.845965 5.057338  -0.545
C25 -1.449531 -3.607396 4.482238  -0.086
H25 0.599256 -4.362090 1.898831  0.442
H26 0.288385 -6.633495 2.905523  0.406
H27 -1.106507 -6.913736 4.910176  0.386
H28 -2.268402 -4.968172 5.927214  0.437

Cartesian forces, eV/Å:
Ir -0.317 -0.775 0.405
N -0.026 0.030 -0.047
C 0.500 -0.139 -0.119
S 0.139 0.548 -0.004
N -1.085 0.031 0.205
N 1.137 0.239 -0.145
C -0.137 -0.320 -0.065
C 0.116 0.134 -0.031
C -0.015 0.068 -0.033
C -0.054 -0.003 -0.089
C -0.068 -0.065 0.238
C 0.210 0.292 -0.103
N -0.094 -0.374 -0.062
H -0.055 -0.030 0.075
H 0.013 0.042 -0.013
H -0.085 -0.015 0.117
H -0.005 -0.096 -0.002
H -0.053 -0.008 -0.006
H 0.010 -0.002 0.041
H 0.075 -0.120 0.023
N 0.058 -0.074 -0.040
C 0.246 0.269 0.055
O -0.236 -0.192 -0.142
C -0.245 -0.232 -0.120
C -0.023 0.212 0.078
H -0.013 -0.054 -0.029
H -0.067 0.028 -0.031
H 0.046 0.003 -0.008
H -0.048 -0.092 0.039
H -0.015 -0.028 0.002
H 0.014 -0.027 -0.047
C 0.066 0.114 -0.055
C -0.104 -0.166 0.029
C 0.265 0.187 0.143
C -0.152 0.126 -0.053
C 0.077 -0.143 0.035
C -0.045 0.010 0.058
O 0.001 0.031 0.020
N -0.050 -0.045 -0.031
C 0.091 0.164 -0.305
O -0.015 0.136 -0.018
N -0.399 -0.151 0.640
C 0.111 0.019 -0.236
O 0.002 -0.081 -0.011
H -0.036 -0.034 -0.009
H -0.017 -0.015 0.016
H 0.003 -0.049 0.021
H 0.011 0.066 -0.012
H 0.015 0.058 -0.030
H 0.011 -0.066 0.024
H 0.016 -0.056 0.009
H -0.005 0.039 -0.017
H -0.019 0.016 -0.015
H 0.005 0.031 -0.024
H -0.021 -0.034 -0.013
O 0.091 -0.081 -0.027
S 0.046 -0.016 -0.143
O 0.038 -0.058 -0.046
N 0.040 0.150 -0.037
C -0.199 -0.151 0.041
O 0.151 0.462 -0.018
C 0.191 -0.089 -0.061
C -0.026 0.010 0.075
C 0.039 -0.014 -0.020
C -0.021 -0.022 0.041
C -0.134 0.070 0.138
C 0.031 0.354 -0.223
H 0.020 0.000 -0.019
H -0.001 0.002 0.009
H -0.015 -0.005 -0.018
H 0.013 -0.022 -0.001

For the energy above the lowest of the compared OMol25 structures with the same formula, charge and spin, the calculation gives 10.7 kcal/mol. The HOMO-LUMO gap (alpha / beta) comes out at 7.20 / 6.20 eV. Its multiplicity is 6. For the LUMO energy (alpha / beta), the calculation gives 0.12 / -2.10 eV.

***

Entry 2:
Molecular formula: C17H19NO2S
Method: DFT, ωB97M-V/def2-TZVPD

Each line ends with the Mulliken charge.
CARTESIAN COORDINATES (ANGSTROEM)
C1 -6.714065 -0.944604 -1.679992  -0.805
O1 -6.641190 0.039593 -0.674296  -0.427
C2 -5.452401 0.238652 -0.050076  0.785
C3 -5.443815 1.205450 0.958884  -0.576
C4 -4.286632 1.467794 1.661233  -0.666
C5 -3.112463 0.792719 1.366829  -0.729
C6 -3.106686 -0.158127 0.353996  0.240
C7 -1.899056 -0.953274 -0.017378  0.377
O2 -1.973366 -2.074715 -0.479318  -0.655
N1 -0.713404 -0.317124 0.162964  -0.141
C8 0.552642 -0.967504 -0.067088  -0.873
C9 1.167476 -1.457283 1.242704  -0.610
S1 2.791212 -2.231995 0.973441  -0.178
C10 3.814305 -0.900836 0.400804  0.576
C11 4.935426 -1.253815 -0.343207  -0.742
C12 5.803376 -0.281972 -0.797435  -0.566
C13 5.573534 1.063387 -0.531364  0.709
C14 6.524467 2.117058 -1.010562  -1.415
C15 4.452633 1.402818 0.214350  -0.657
C16 3.581888 0.436784 0.685185  -0.313
C17 -4.278052 -0.441594 -0.342571  -0.277
H1 -6.056450 -0.706578 -2.521744  0.333
H2 -6.461018 -1.935068 -1.290251  0.343
H3 -7.748860 -0.942357 -2.018447  0.227
H4 -6.362160 1.726337 1.178446  0.440
H5 -4.297976 2.204411 2.450760  0.377
H6 -2.226809 0.990694 1.952839  0.411
H7 -0.704418 0.610893 0.552854  0.257
H8 1.233650 -0.274513 -0.570826  0.571
H9 0.362485 -1.823309 -0.719508  0.302
H10 1.269129 -0.652574 1.972057  0.310
H11 0.553530 -2.246761 1.675608  0.453
H12 5.115725 -2.296186 -0.556713  0.392
H13 6.670339 -0.571503 -1.373468  0.354
H14 6.002636 3.050161 -1.210836  0.363
H15 7.279495 2.310939 -0.247646  0.283
H16 7.035380 1.795865 -1.915099  0.371
H17 4.256471 2.441849 0.439169  0.355
H18 2.733336 0.741434 1.278249  0.274
H19 -4.230305 -1.205137 -1.102531  0.525

Cartesian forces, eV/Å:
C -0.012 -0.167 -0.175
O 0.053 0.227 0.239
C 0.182 0.092 0.139
C -0.079 -0.101 -0.106
C -0.107 0.042 -0.038
C 0.171 -0.152 -0.146
C -0.396 0.141 0.190
C 0.206 0.222 0.021
O -0.098 -0.250 -0.089
N 0.086 0.274 0.141
C 0.095 -0.206 0.010
C 0.501 -0.021 -0.313
S -0.138 -0.059 0.109
C -0.241 -0.165 0.107
C -0.130 -0.011 0.100
C -0.010 0.099 0.055
C -0.039 -0.007 -0.023
C 0.042 -0.008 0.074
C 0.072 0.001 -0.054
C 0.021 -0.045 0.008
C -0.121 -0.079 -0.136
H -0.014 -0.018 0.039
H 0.004 0.038 -0.018
H 0.090 -0.036 -0.009
H -0.112 0.065 0.031
H -0.017 0.051 0.065
H 0.078 0.001 0.044
H -0.128 -0.056 -0.111
H -0.092 -0.123 0.027
H 0.114 0.166 0.048
H -0.123 -0.026 0.029
H -0.004 0.033 0.044
H 0.037 -0.120 -0.090
H 0.092 -0.024 -0.076
H 0.022 0.075 -0.045
H 0.082 0.073 -0.017
H 0.053 0.044 -0.069
H -0.008 0.114 0.003
H -0.097 -0.007 0.049
H -0.035 -0.076 -0.058

For the energy above the lowest of the compared OMol25 structures with the same formula, charge and spin, the calculation gives 5.6 kcal/mol. The HOMO-LUMO gap comes out at 8.69 eV. For the LUMO energy, the calculation gives 0.63 eV. Its SMILES is COc1cccc(C(=O)NCCSc2ccc(C)cc2)c1.

***

Entry 3:
Molecular formula: C2H10N2O
Method: DFT, ωB97M-V/def2-TZVPD

Each line ends with the Mulliken charge.
CARTESIAN COORDINATES (ANGSTROEM)
C1 -0.550097 -1.948285 -0.622890  -0.872
N1 -0.324539 -0.448120 -0.536093  -0.418
C2 -1.170628 0.292933 -1.443230  -0.451
N2 -0.811659 1.702675 -1.345909  -0.580
H1 -1.535533 -2.185743 -0.420253  0.376
H2 0.097525 -2.493528 0.155924  0.251
H3 -0.216666 -2.259133 -1.654663  0.292
H4 -0.601733 -0.331350 0.432062  0.218
H5 -1.158213 -0.156509 -2.458728  0.336
H6 -2.175698 0.140919 -1.007768  0.377
H7 0.122263 1.631229 -1.710779  0.251
H8 -0.951008 2.127017 -0.477421  0.224
O1 2.575776 0.436006 3.253427  -0.652
H9 2.307444 1.105290 3.912935  0.325
H10 1.783146 0.083987 2.772013  0.325

Cartesian forces, eV/Å:
C 3.741 0.827 -0.718
N 1.137 -3.123 0.507
C -1.707 0.187 2.203
N -0.400 -1.851 -3.553
H -2.262 -0.720 0.097
H -0.791 0.937 -1.236
H -0.543 -0.033 1.119
H -0.054 1.087 -0.095
H 0.342 0.661 0.533
H -0.335 0.392 -0.891
H 0.628 1.278 0.619
H 0.231 0.354 1.429
O -0.786 -0.164 -0.252
H -0.196 -0.666 -0.724
H 0.996 0.836 0.961

For the energy above the lowest of the compared OMol25 structures with the same formula, charge and spin, the calculation gives 29.7 kcal/mol. The HOMO-LUMO gap comes out at 9.75 eV. For the LUMO energy, the calculation gives 0.64 eV. Its SMILES is CNCN.O.

***

Entry 4:
Molecular formula: C2H6O
Method: DFT, ωB97M-V/def2-TZVPD

Each line ends with the Mulliken charge.
CARTESIAN COORDINATES (ANGSTROEM)
C1 1.113025 -0.059758 0.006778  -0.829
O1 -0.037112 -0.831355 0.012067  -0.315
C2 -1.208490 -0.021225 -0.015565  -0.477
H1 1.232156 0.599942 -0.842882  0.351
H2 1.917342 -0.788556 -0.104351  0.254
H3 1.281486 0.500511 0.842807  0.390
H4 -1.479436 0.039979 1.125926  0.199
H5 -2.050978 -0.620198 -0.687155  0.188
H6 -0.767990 1.180663 -0.337628  0.239

Cartesian forces, eV/Å:
C 1.220 -2.242 -2.203
O -0.951 0.275 -0.788
C 0.235 1.176 0.771
H -0.482 0.285 -0.575
H 0.250 0.112 0.239
H 0.167 1.481 2.684
H -0.384 0.250 -2.260
H 2.130 2.181 1.705
H -2.184 -3.517 0.426

For the energy above the lowest of the compared OMol25 structures with the same formula, charge and spin, the calculation gives 44.6 kcal/mol. The HOMO-LUMO gap comes out at 10.82 eV. For the LUMO energy, the calculation gives 1.07 eV. Its SMILES is COC.